Record 1
Entry from the OMol25 dataset: one molecule with the formula C6H4BrF2I (wB97M-V/def2-TZVPD).

- energy relative to the best compared isomer or geometry (same formula, charge and spin) (kcal/mol) = 0.0
- SMILES = F[C@H]1C=C[C@@](F)(I)C=C1Br

```
! wB97M-V def2-TZVPD RIJCOSX def2/J DEFGRID3
* xyz 0 1
I 2.657 -0.090 1.507
Br -0.530 2.540 -1.986
F 0.600 -0.597 -2.246
F 0.040 0.489 2.628
C -0.525 -1.330 -0.317
C -0.443 -0.279 -1.384
C 0.182 1.301 0.440
C 0.438 0.176 1.365
C -0.123 -1.123 0.928
C -0.214 1.090 -0.810
H -0.894 -2.293 -0.633
H -0.176 -1.891 1.685
H -1.346 -0.286 -2.012
H 0.335 2.294 0.836
*
```

***

Record 2
Entry from the OMol25 dataset: C11H23BCdF4NO2P2 as an isolated structure in a non-equilibrium geometry (wB97M-V/def2-TZVPD).

- energy relative to the best compared isomer or geometry (same formula, charge and spin) (kcal/mol) = 0.0

```
! wB97M-V def2-TZVPD RIJCOSX def2/J DEFGRID3
* xyz 1 1
Cd -0.735 -1.283 -0.363
P -2.322 0.298 0.791
P 1.836 -1.399 -0.520
F -3.067 -3.496 0.382
F -0.760 -3.422 0.614
F -1.723 -3.074 -1.475
F -1.761 -5.213 -0.519
O 3.370 2.926 2.006
O 0.943 -0.004 4.243
N -0.060 0.896 -1.099
C 1.938 -2.400 -2.029
C -1.077 1.763 -1.267
C 2.296 0.147 -1.414
C 0.392 3.253 -2.441
C 1.446 2.389 -2.149
C -2.051 1.463 2.182
C -0.897 2.932 -2.002
C 3.227 -1.953 0.540
C -2.429 1.443 -0.641
C -3.989 -0.396 1.059
C 1.190 1.191 -1.496
B -1.868 -3.895 -0.216
H -2.034 0.914 3.136
H 4.190 -1.885 0.007
H -2.912 2.369 -0.320
H -2.842 2.228 2.230
H 3.038 -3.002 0.823
H -3.094 0.971 -1.379
H 1.493 -1.833 -2.862
H 4.126 2.331 1.834
H 0.190 0.545 3.954
H 3.279 -1.361 1.470
H 0.548 4.116 -3.089
H -1.078 1.964 2.082
H 3.005 -2.576 -2.229
H 1.378 -3.334 -1.904
H 2.484 -0.157 -2.455
H 2.754 2.372 2.492
H 0.538 -0.831 4.451
H -1.767 3.577 -2.162
H -4.784 0.355 0.901
H -4.108 -1.258 0.383
H 3.265 0.558 -1.148
H 2.458 2.554 -2.494
H -4.028 -0.782 2.093
*
```

***

Record 3
Entry from the OMol25 dataset: C31H48AlO2P2 as an isolated structure in a non-equilibrium geometry (wB97M-V/def2-TZVPD).

- energy relative to the best compared isomer or geometry (same formula, charge and spin) (kcal/mol) = 25.5

```
! wB97M-V def2-TZVPD RIJCOSX def2/J DEFGRID3
* xyz 1 1
P -0.370 2.617 -7.004
P -0.717 -0.047 -5.526
Al 0.891 0.377 1.536
O -2.476 -1.034 3.281
O -1.509 -1.018 5.356
C -2.132 -1.565 4.355
C -0.112 0.207 -1.236
C -4.031 -3.784 6.449
C 1.450 -0.583 4.906
C 2.177 0.396 -0.083
C 0.356 2.468 2.980
C -2.161 -1.142 -5.194
C -0.500 -1.164 -0.627
C -1.171 3.986 -7.937
C 3.595 0.548 3.041
C -1.171 1.468 4.701
C 2.529 3.275 1.846
C 1.272 2.711 -7.840
C -2.997 -4.596 6.948
C -0.427 3.711 2.837
C -1.613 -4.041 5.030
C 2.538 -1.066 -0.260
C 1.131 0.472 3.919
C 0.789 -1.681 1.558
C -2.516 -2.979 4.794
C -0.732 -0.149 -7.402
C 0.911 0.958 -0.412
C 0.038 1.418 3.884
C -3.818 -3.036 5.291
C 2.100 -2.038 0.889
C 1.660 2.223 2.427
C 0.627 -1.262 -5.201
C -1.864 -4.837 6.157
C 2.161 0.963 3.005
C -0.351 -1.214 0.885
C -1.084 1.207 -8.015
H -4.975 -3.693 6.991
H -3.083 -0.625 -5.490
H 2.067 -3.065 0.491
H -2.242 4.010 -7.696
H -0.097 4.287 1.965
H 2.120 -1.330 4.454
H 0.087 -1.960 -1.115
H 3.037 1.078 -0.072
H 1.142 2.720 -8.930
H -1.118 2.199 5.527
H 1.901 1.865 -7.540
H -0.700 1.296 -9.042
H -1.557 -1.360 -0.876
H 0.646 -1.490 -4.126
H -0.717 4.933 -7.619
H 3.356 2.862 1.267
H -0.323 4.355 3.724
H -2.176 1.354 -8.030
H -2.063 -2.080 -5.757
H -1.148 -5.602 6.449
H -1.294 -1.260 1.458
H 1.961 3.952 1.205
H -1.027 0.820 -1.291
H 1.760 3.640 -7.517
H 3.640 -1.116 -0.310
H -1.034 3.847 -9.019
H 1.969 -0.148 5.778
H 2.966 3.878 2.655
H -4.626 -2.424 4.894
H 2.154 -1.466 -1.209
H -2.042 1.702 4.068
H -0.725 -4.214 4.422
H 0.459 -2.179 -5.781
H -1.357 0.445 5.181
H -2.206 -1.348 -4.116
H 4.119 1.096 3.841
H -1.471 -0.910 -7.691
H 2.882 -2.047 1.665
H 0.804 2.052 -0.450
H 4.097 0.756 2.089
H 0.547 -1.092 5.273
H -1.496 3.474 2.726
H 1.591 -0.816 -5.481
H 3.693 -0.525 3.249
H 0.266 -0.481 -7.728
H 0.610 -2.153 2.533
H 0.234 0.086 -2.280
H -3.106 -5.092 7.920
*
```

***

Record 4
Entry from the OMol25 dataset: C5H9N as an isolated structure in a non-equilibrium geometry (wB97M-V/def2-TZVPD).

- energy relative to the best compared isomer or geometry (same formula, charge and spin) (kcal/mol) = 32.9

```
! wB97M-V def2-TZVPD RIJCOSX def2/J DEFGRID3
* xyz 0 1
N -1.088 -0.933 -0.288
C -1.287 0.518 -0.030
C 0.807 0.205 -1.066
C 0.368 -1.008 -0.217
C 0.132 0.994 0.107
C 0.775 -0.167 1.007
H -1.919 0.728 0.878
H -1.839 1.027 -0.839
H 1.920 0.257 -1.083
H 0.759 -1.989 -0.418
H 0.244 -0.460 1.938
H -1.435 -1.444 0.542
H 0.300 2.049 0.377
H 0.414 0.287 -2.091
H 1.851 -0.064 1.183
*
```

***

Ordered HOMO energy results: -9.533; -13.097; -9.553; -8.933; unit eV.
Ordered HOMO-LUMO gap results: 8.8; 9.6; 3.5; 10.0; unit eV.